1.
Computed, not measured: a single INO2 molecule at a distorted geometry, with ωB97M-V/def2-TZVPD.

Atoms and positions in Å:
1 N 0.9977 -0.1878 0.0206
2 O -0.1701 -0.5043 0.1667
3 O 1.6665 0.6906 -0.2162
4 I -2.4941 0.0015 0.0289

Forces on the atoms, in the same order (eV/Å):
-2.65 -5.48 1.27
3.43 1.01 -0.18
1.55 4.00 -0.94
-2.34 0.47 -0.15

spin multiplicity = 3
<S²> = 2.0056
LUMO level (alpha / beta) = -0.292 / -2.875 eV
HOMO energy (alpha / beta) = -9.1 / -9.5 eV
charge = 0
DFT total energy = -502.7473 Eh



2.
Computed, not measured: a molecular structure, IO2V at a distorted geometry, with ωB97M-V/def2-TZVPD.

Atoms and positions in Å:
1 O 0.4831 1.2329 -0.9612
2 V 0.3635 0.0869 0.1779
3 O 0.7138 -1.1834 -0.5501
4 I -1.5604 -0.1364 1.3334

Forces on the atoms, in the same order (eV/Å):
-0.40 -0.89 1.85
4.02 4.71 -3.32
0.92 -3.46 -1.26
-4.54 -0.36 2.72

LUMO level = -1.929 eV
HOMO energy = -10.3 eV
charge = 0
DFT total energy = -1392.1507 Eh



3.
Computed, not measured: a molecular structure, IZn at a distorted geometry, with ωB97M-V/def2-TZVPD.

Atoms and positions in Å:
1 Zn -17.6876 -23.5776 6.1702
2 I -16.9359 -25.0803 5.0146

Forces on the atoms, in the same order (eV/Å):
-3.16 6.31 4.85
3.16 -6.31 -4.85

LUMO level = -7.975 eV
HOMO energy = -16.0 eV
charge = +1
DFT total energy = -2076.6671 Eh



4.
Computed, not measured: a molecular structure, N2O10Pd2S at a distorted geometry, with ωB97M-V/def2-TZVPD.

Atoms and positions in Å:
1 Pd 0.5717 0.7962 -0.4648
2 Pd -2.3898 0.1529 -0.0449
3 N -1.8372 2.1610 1.6385
4 O -2.7566 2.2575 0.8117
5 O -1.3862 3.0566 2.3737
6 O -1.2010 1.0207 1.5679
7 N -1.7905 -1.5017 -2.0097
8 O -2.5001 -0.3963 -2.0431
9 O -1.8930 -2.3918 -2.7990
10 O -1.2247 -1.6805 -0.8940
11 S 3.2436 -0.5458 0.3236
12 O 3.7689 -1.9726 -0.2187
13 O 3.7467 0.6040 -0.2193
14 O 1.8830 -0.6310 0.3499
15 O 3.7650 -0.9294 1.6282

Forces on the atoms, in the same order (eV/Å):
0.51 -0.35 0.33
0.71 -0.01 0.34
2.69 2.24 1.21
-0.98 0.32 0.03
-1.96 -2.53 -1.95
-0.03 -0.63 -0.28
-1.51 -2.19 1.36
0.35 0.34 -0.68
0.36 1.58 -0.50
0.42 0.90 0.34
8.17 -7.40 2.59
-0.67 2.61 -0.35
1.73 4.39 -2.89
-10.35 0.27 -0.71
0.55 0.44 1.18

spin multiplicity = 5
<S²> = 6.0171
LUMO level (alpha / beta) = -2.358 / -5.108 eV
HOMO energy (alpha / beta) = -10.4 / -9.9 eV
charge = 0
DFT total energy = -1515.3601 Eh